# 1
{"formula": "C2H8N2O2", "method": "the ωB97M-V functional and the def2-TZVPD basis", "smiles": "O=CO.NCN", "elements": ["O", "C", "O", "H", "H", "N", "C", "N", "H", "H", "H", "H", "H", "H"], "coordinates": [[6.119, 1.460, 1.446], [5.163, 0.922, 1.002], [4.567, -0.174, 1.557], [4.605, 1.292, 0.128], [4.749, -1.016, 1.119], [-1.985, -0.047, 0.376], [-2.519, 0.096, -0.984], [-3.718, -0.660, -1.342], [-2.789, -0.163, 0.986], [-1.469, -0.922, 0.414], [-2.821, 1.148, -1.052], [-1.757, -0.031, -1.740], [-3.580, -1.573, -1.011], [-4.565, -0.333, -0.899]], "mulliken_charge": [-0.38, 0.20, -0.45, 0.30, 0.33, -0.60, -0.39, -0.59, 0.24, 0.23, 0.32, 0.33, 0.22, 0.23]}

# 2
{"formula": "C2H8N2P", "method": "the ωB97M-V functional and the def2-TZVPD basis", "total_charge": 1, "elements": ["C", "C", "N", "N", "P", "H", "H", "H", "H", "H", "H", "H", "H"], "coordinates": [[3.305, -0.728, -0.393], [-3.045, 0.160, 0.001], [-0.558, 0.375, 0.153], [2.331, 0.021, -0.711], [-1.508, -0.683, -0.485], [3.015, -1.626, 0.309], [4.363, -0.795, -0.818], [-2.758, 1.250, 0.114], [-3.344, -0.411, 0.947], [-0.676, 1.092, 0.888], [-3.901, 0.084, -0.724], [0.408, 0.229, -0.151], [2.582, 0.769, -1.356]], "mulliken_charge": [-0.24, -0.80, -0.14, -0.49, 0.43, 0.19, 0.26, 0.26, 0.33, 0.34, 0.35, 0.34, 0.18]}

# 3
{"formula": "C2H8N2P", "method": "the ωB97M-V functional and the def2-TZVPD basis", "total_charge": 1, "elements": ["C", "C", "N", "N", "P", "H", "H", "H", "H", "H", "H", "H", "H"], "coordinates": [[0.000, -1.429, -0.206], [-0.522, 1.545, 0.250], [1.083, -0.832, 0.245], [-1.237, 0.533, 0.048], [1.998, 0.556, -0.168], [-0.227, -1.499, -1.280], [-0.158, -2.444, 0.332], [-0.406, 2.400, -0.344], [-0.031, 1.681, 1.278], [1.142, -1.096, 1.214], [-1.747, 0.181, -0.731], [-1.552, -0.056, 0.783], [1.658, 0.461, -1.421]], "mulliken_charge": [-0.45, -0.65, -0.17, -0.26, 0.09, 0.33, 0.32, 0.39, 0.38, 0.33, 0.29, 0.35, 0.05]}

no.,gap between HOMO and LUMO (eV)
1,9.851
2,8.338
3,8.284